[1]
BrO2S2 | ωB97M-V/def2-TZVPD

Each line ends with the Mulliken charge.
Element x y z (Å)
O (-0.69, 0.76, 1.10)  -0.436
O (-0.96, -0.09, -1.16)  -0.403
S (0.83, -1.61, 0.48)  -0.085
S (-0.06, 0.06, -0.07)  0.825
Br (4.51, 0.36, -0.38)  -0.901

HOMO energy (spin up / spin down)   -3.8 / -3.9 eV
Multiplicity   1
E   -95807.76501 eV
Total charge   -1
Maximum force   5.9 eV/Å
Relative energy (zero: lowest compared OMol25 entry of this formula, charge and spin)   180.0 kJ/mol


[2]
BrV | ωB97M-V/def2-TZVPD

Each line ends with the Mulliken spin population.
Element x y z (Å)
V (13.67, 12.49, 4.23)  3.115
Br (16.03, 11.50, 3.84)  -0.115

HOMO energy (spin up / spin down)   -14.8 / -14.9 eV
Multiplicity   4
E   -95720.25989 eV
Total charge   +1
Maximum force   2.8 eV/Å
Relative energy (zero: lowest compared OMol25 entry of this formula, charge and spin)   43.9 kJ/mol